No. 1
Here is a cluster of 2 separate species, C11H15N3Si in total from the Open Molecules 2025 dataset. Energies are from ωB97M-V/def2-TZVPD.

As for the charge: 0. Its energy relative to the best compared isomer or geometry (same formula, charge and spin) is 372.3 kJ/mol. The HOMO-LUMO gap (spin up / spin down) comes out at 6.25 / 6.25 eV. As for the total energy: -23990.7002 eV.

Geometry as XYZ:
```
30
Properties=species:S:1:pos:R:3:mulliken_charge:R:1
C -0.579 -0.237 -0.360 0.46
C -0.362 -0.006 -1.499 -0.89
C 1.397 1.123 3.641 -0.30
C 0.634 1.404 2.526 -0.19
C -0.242 -0.228 3.686 0.21
C -2.331 -1.341 3.143 -0.45
C -2.442 -0.502 2.089 -0.23
C -1.156 -1.315 3.979 -0.22
C -0.422 1.605 -4.059 -1.17
C 2.341 0.395 -2.455 -1.05
C 0.627 -1.507 -4.019 -0.97
N 0.772 0.239 4.384 -0.69
N -0.424 0.547 2.590 0.86
N -1.494 0.472 1.808 -0.87
Si 0.584 0.212 -3.099 0.37
H 2.360 1.569 3.978 0.40
H 0.937 2.035 1.583 0.32
H -3.162 -1.935 3.371 0.43
H -3.156 -0.503 1.315 0.48
H -0.717 -2.347 3.877 0.26
H -1.543 -1.318 4.987 0.36
H 0.290 2.117 -4.706 0.32
H -1.296 1.277 -4.512 0.36
H -0.720 2.341 -3.375 0.36
H 3.234 -0.018 -3.024 0.30
H 2.457 1.454 -2.225 0.32
H 2.351 -0.079 -1.481 0.34
H 1.138 -2.058 -3.121 0.19
H -0.367 -1.813 -4.174 0.32
H 1.290 -1.586 -4.848 0.36
```


No. 2
Here is an isolated molecule of C3H5N3 from the Open Molecules 2025 dataset. Energies are from ωB97M-V/def2-TZVPD.

As for the charge: 0. Its energy relative to the best compared isomer or geometry (same formula, charge and spin) is 307.7 kJ/mol. The HOMO-LUMO gap comes out at 8.78 eV. As for the total energy: -7659.2664 eV. The structure (SMILES) is Nc1cc[nH]n1.

Geometry as XYZ:
```
11
Properties=species:S:1:pos:R:3:mulliken_charge:R:1
N -1.851 -0.393 0.329 -0.42
C -0.539 -0.319 -0.062 0.66
N 0.264 -1.335 -0.085 -0.61
N 1.575 -0.758 -0.112 -0.22
C 1.436 0.629 0.223 -0.47
C 0.180 0.963 -0.157 -0.35
H -2.472 0.367 0.113 0.21
H -2.267 -1.308 0.422 0.24
H 1.839 -0.735 -1.113 0.31
H 2.033 0.973 1.072 0.29
H -0.199 1.872 -0.601 0.36
```


No. 3
Here is a cluster of 2 separate species, C34H49B2N4O12 in total from the Open Molecules 2025 dataset. Energies are from ωB97M-V/def2-TZVPD.

As for the charge: -1. The HOMO-LUMO gap comes out at 8.04 eV. As for the total energy: -67945.4693 eV.

Geometry as XYZ:
```
101
Properties=species:S:1:pos:R:3:mulliken_charge:R:1
C 1.062 5.759 -0.655 -1.32
C 1.083 4.478 -1.513 0.69
C 0.304 4.591 -2.843 -1.24
C -0.371 3.278 -3.270 0.22
C 0.494 2.427 -4.217 -1.04
C 0.335 0.923 -3.989 -0.18
C -1.073 0.383 -4.299 -0.58
C -1.533 -0.677 -3.299 -1.35
C -1.894 -0.082 -1.926 1.39
C -3.071 -0.794 -1.238 -1.14
C -2.983 -0.775 0.308 0.22
C -2.794 -2.148 0.978 -1.41
C -1.358 -2.392 1.465 -0.12
C -1.081 -1.596 2.747 -1.22
C 0.277 -1.818 3.417 -1.34
C 1.516 -1.210 2.746 0.79
B 1.405 0.401 2.766 1.52
O 1.082 0.919 3.989 -0.82
N 1.640 1.169 1.568 0.24
C 2.045 2.568 1.747 -1.02
C 0.620 0.984 0.524 -0.56
O 1.683 -1.770 1.419 -0.29
C 2.521 -2.840 1.439 -0.35
O 2.440 -3.736 0.665 -0.56
C 3.609 -2.590 2.524 4.06
C 4.176 -3.829 3.257 -1.07
C 4.060 -5.192 2.585 0.86
C 4.797 -5.461 1.301 -1.40
N 3.400 -6.143 3.101 -0.83
C 4.702 -1.788 1.784 -0.25
C 4.490 -0.497 1.322 -0.16
C 5.502 0.160 0.638 -0.62
N 6.702 -0.355 0.397 -0.67
C 6.901 -1.588 0.837 -0.80
C 5.949 -2.339 1.513 -0.77
C 2.755 -1.768 3.500 -2.35
O 3.527 -0.820 4.295 -0.53
C 3.279 -0.866 5.561 0.72
N 3.057 -0.911 6.686 -0.59
H 2.024 6.273 -0.676 0.25
H 0.847 5.523 0.390 0.34
H 0.289 6.451 -0.992 0.42
H 0.623 3.670 -0.936 -0.56
H 2.120 4.193 -1.708 0.44
H -0.447 5.374 -2.727 0.49
H 1.007 4.895 -3.624 0.28
H -0.590 2.677 -2.379 -0.23
H -1.339 3.498 -3.723 0.45
H 0.260 2.673 -5.258 0.25
H 1.544 2.684 -4.036 0.47
H 0.558 0.731 -2.932 -0.16
H 1.078 0.380 -4.579 0.41
H -1.792 1.208 -4.266 0.25
H -1.104 -0.021 -5.315 0.40
H -2.418 -1.177 -3.703 0.56
H -0.746 -1.431 -3.178 0.27
H -1.018 -0.140 -1.278 -0.81
H -2.170 0.966 -2.074 0.37
H -3.084 -1.829 -1.595 0.80
H -3.982 -0.284 -1.533 -0.49
H -3.871 -0.276 0.700 0.62
H -2.145 -0.119 0.569 -0.39
H -3.085 -2.927 0.269 0.53
H -3.484 -2.229 1.825 0.40
H -1.254 -3.454 1.710 0.48
H -0.660 -2.123 0.671 0.04
H -1.272 -0.531 2.570 0.29
H -1.835 -1.914 3.475 0.57
H 0.226 -1.420 4.435 0.56
H 0.422 -2.904 3.522 0.49
H 0.740 1.816 3.909 0.23
H 1.922 2.927 2.771 0.43
H 1.484 3.229 1.083 0.12
H 3.103 2.691 1.497 0.20
H 0.278 -0.049 0.534 -0.60
H -0.231 1.657 0.663 0.42
H 1.055 1.155 -0.465 0.67
H 5.234 -3.657 3.469 0.57
H 3.697 -3.923 4.233 0.50
H 4.743 -4.631 0.603 0.38
H 5.847 -5.679 1.521 0.32
H 4.358 -6.345 0.843 0.37
H 2.965 -5.858 3.979 0.26
H 3.550 0.010 1.461 0.03
H 5.320 1.160 0.261 0.41
H 7.877 -2.021 0.647 0.39
H 6.205 -3.344 1.811 0.36
H 2.335 -2.481 4.212 0.92
B -8.038 1.605 -2.655 1.08
O -7.211 1.776 -1.437 -0.56
C -5.937 1.657 -1.749 0.71
O -5.000 1.740 -1.005 -0.63
C -5.840 1.384 -3.264 0.61
O -4.822 1.220 -3.877 -0.59
O -7.068 1.362 -3.746 -0.60
O -8.985 0.488 -2.512 -0.49
C -10.225 0.932 -2.666 0.60
O -11.226 0.279 -2.608 -0.60
C -10.146 2.452 -2.933 0.60
O -11.073 3.184 -3.119 -0.60
O -8.865 2.793 -2.917 -0.48
```


No. 4
Here is a structure of composition C22H17F5NO3SV from the Open Molecules 2025 dataset. Energies are from ωB97M-V/def2-TZVPD.

As for the multiplicity: 4. As for the charge: -1. Its energy relative to the best compared isomer or geometry (same formula, charge and spin) is 0.0 kJ/mol. The HOMO-LUMO gap (spin up / spin down) comes out at 6.64 / 7.62 eV. As for the total energy: -80834.1160 eV.

Geometry as XYZ:
```
50
Properties=species:S:1:pos:R:3:lowdin_spin:R:1
V 0.650 0.859 -0.622 2.60
F -3.235 -4.961 -2.039 0.00
C -2.121 -4.399 -1.522 0.00
C -1.812 -3.064 -1.761 0.00
F -2.619 -2.294 -2.512 0.00
C -0.664 -2.524 -1.216 0.00
F -0.406 -1.195 -1.440 0.02
C 0.243 -3.260 -0.424 0.00
S 1.667 -2.586 0.193 0.01
C -0.121 -4.604 -0.187 0.00
F 0.659 -5.373 0.594 0.00
C -1.265 -5.159 -0.724 0.00
F -1.566 -6.450 -0.478 0.00
C 4.146 1.458 -2.374 0.00
C 3.441 0.674 -1.265 0.01
C 4.426 -0.068 -0.374 0.00
O 2.508 -0.223 -1.877 0.02
C 2.605 1.689 -0.428 0.04
O 2.870 1.884 0.761 0.11
O 1.707 2.290 -1.094 0.05
H 4.742 0.791 -2.997 0.00
H 4.793 2.210 -1.926 0.00
H 3.393 1.962 -2.980 0.00
H 5.099 -0.685 -0.966 0.00
H 3.886 -0.701 0.328 0.00
H 4.993 0.653 0.206 0.00
H 2.416 -1.005 -1.293 0.00
N 0.183 0.007 1.198 0.03
C -0.522 0.756 2.185 0.01
C -0.117 0.677 3.512 0.00
C -0.836 1.304 4.515 0.00
C -1.967 2.031 4.187 0.00
C -2.346 2.156 2.865 0.00
C -1.654 1.512 1.834 0.00
C -2.087 1.675 0.441 0.02
C -3.438 1.921 0.176 0.00
C -3.870 2.191 -1.105 0.02
C -2.951 2.220 -2.145 0.00
C -1.625 1.932 -1.894 0.03
C -1.152 1.637 -0.612 0.01
H -0.349 -0.837 0.960 0.00
H 1.078 -0.317 1.587 0.01
H 0.760 0.095 3.764 0.00
H -0.524 1.212 5.545 0.00
H -2.554 2.498 4.965 0.00
H -3.193 2.780 2.621 0.00
H -4.157 1.862 0.984 0.00
H -4.916 2.390 -1.300 0.00
H -3.285 2.434 -3.152 0.00
H -0.912 1.943 -2.716 0.01
```


No. 5
Here is an isolated molecule of C27H23N5O2S from the Open Molecules 2025 dataset. Energies are from ωB97M-V/def2-TZVPD.

As for the charge: 0. Its energy relative to the best compared isomer or geometry (same formula, charge and spin) is 0.0 kJ/mol. The HOMO-LUMO gap comes out at 8.52 eV. As for the total energy: -50754.1922 eV. The structure (SMILES) is CC1=C(C(=O)Nc2ccccc2)[C@@H](c2ccncc2)C(C#N)=C(SCC(=O)Nc2ccccc2)N1.

Geometry as XYZ:
```
58
Properties=species:S:1:pos:R:3:mulliken_charge:R:1
C 0.803 0.055 -3.064 -1.72
C 1.072 -0.291 -1.641 0.10
C 0.184 -0.740 -0.730 0.58
C -1.262 -0.871 -1.041 -0.13
O -1.677 -1.206 -2.134 -0.75
N -2.070 -0.578 0.021 0.44
C -3.466 -0.618 0.102 0.53
C -4.285 -0.927 -0.979 -0.52
C -5.659 -0.944 -0.815 -0.70
C -6.230 -0.659 0.413 -0.49
C -5.415 -0.358 1.492 -0.73
C -4.043 -0.338 1.340 -0.25
H -3.408 -0.104 2.184 0.40
H -5.849 -0.138 2.456 0.39
H -7.303 -0.674 0.531 0.40
H -6.287 -1.183 -1.660 0.39
H -3.845 -1.150 -1.935 0.49
H -1.629 -0.210 0.852 0.05
C 0.724 -1.213 0.611 0.85
C 1.777 -0.222 1.034 -0.38
C 2.617 0.251 0.081 0.45
N 2.378 -0.030 -1.231 0.16
H 3.010 0.335 -1.930 0.44
S 3.980 1.303 0.501 -0.08
C 3.623 2.756 -0.571 -0.88
C 2.139 2.871 -0.892 0.33
O 1.760 2.912 -2.043 -0.64
N 1.351 2.882 0.207 -0.01
C -0.048 2.795 0.283 0.57
C -0.614 2.694 1.552 -0.38
C -1.986 2.602 1.691 -0.95
C -2.805 2.599 0.573 -0.49
C -2.239 2.682 -0.687 -0.62
C -0.867 2.784 -0.841 -0.32
H -0.436 2.862 -1.824 0.50
H -2.868 2.670 -1.563 0.42
H -3.876 2.528 0.684 0.43
H -2.416 2.536 2.680 0.43
H 0.023 2.686 2.425 0.42
H 1.815 2.860 1.108 0.32
H 4.192 2.681 -1.498 0.44
H 3.974 3.619 -0.005 0.46
C 1.810 0.230 2.355 -0.38
N 1.770 0.630 3.433 -0.64
C 1.270 -2.623 0.441 -0.14
C 2.561 -2.982 0.799 -0.59
C 2.967 -4.293 0.596 -0.53
N 2.190 -5.226 0.079 -0.65
C 0.957 -4.886 -0.256 -0.56
C 0.448 -3.608 -0.098 -0.42
H -0.564 -3.381 -0.395 0.44
H 0.349 -5.677 -0.673 0.39
H 3.967 -4.609 0.860 0.39
H 3.243 -2.266 1.233 0.47
H -0.057 -1.265 1.377 1.12
H 1.026 1.108 -3.239 0.33
H 1.444 -0.545 -3.708 0.43
H -0.231 -0.152 -3.315 0.37
```


No. 6
Here is a structure of composition C5H7NO from the Open Molecules 2025 dataset. Energies are from ωB97M-V/def2-TZVPD.

As for the charge: 0. Its energy relative to the best compared isomer or geometry (same formula, charge and spin) is 464.0 kJ/mol. The HOMO-LUMO gap comes out at 7.54 eV. As for the total energy: -8831.3941 eV.

Geometry as XYZ:
```
14
Properties=species:S:1:pos:R:3:mulliken_charge:R:1
C -1.777 0.085 0.434 -0.92
N -0.401 -0.274 0.153 0.14
C 0.139 -1.548 0.032 -0.03
C 1.471 -1.600 -0.348 -0.96
C 1.759 -0.205 -0.469 -0.47
C 0.578 0.614 -0.164 0.49
O 0.429 1.946 0.065 -0.51
H -2.389 0.095 -0.474 0.29
H -1.802 1.075 0.893 0.32
H -2.190 -0.648 1.131 0.35
H -0.553 -2.371 0.195 0.34
H 0.921 0.330 -1.371 0.16
H 2.691 0.278 -0.754 0.45
H 1.123 2.224 0.677 0.36
```